Arrangement P

23
Properties=species:S:1:pos:R:3:nbo_charge:R:1 method="wB97M-V/def2-TZVPD" charge=+1 smiles=C[C@]([NH3+])(S)Oc1ccccc1 homo_ev=-12.940 orbital_gap_ev=9.615
C 1.734 2.447 1.465 -0.223
C 0.762 2.632 0.474 -0.120
C 1.730 1.179 2.040 -0.133
C -0.214 1.610 0.129 -0.471
C 0.811 0.202 1.871 -0.259
C -0.158 0.446 0.873 0.338
C -1.942 -2.102 -1.215 -0.630
C -0.635 -1.369 -0.783 0.282
N -0.193 -0.433 -1.806 -0.804
O -1.022 -0.551 0.579 -0.530
S 0.703 -2.477 -0.221 0.047
H 2.381 3.265 1.606 0.247
H 0.757 3.596 -0.101 0.233
H 2.594 0.899 2.657 0.232
H -1.124 1.927 -0.487 0.281
H 0.793 -0.695 2.491 0.257
H -1.611 -3.066 -1.602 0.249
H -2.625 -2.322 -0.506 0.261
H -2.423 -1.429 -1.816 0.207
H 0.717 -0.652 -2.208 0.451
H -0.032 0.629 -1.189 0.467
H -0.952 -0.367 -2.598 0.459
H -0.049 -3.369 0.350 0.159

Arrangement Q

23
Properties=species:S:1:pos:R:3:nbo_charge:R:1 method="wB97M-V/def2-TZVPD" charge=+1 homo_ev="-10.730 / -10.727" orbital_gap_ev="4.352 / 4.345"
C -1.287 -0.329 -0.299 0.150
C -1.508 0.726 0.536 -0.195
C 2.206 0.236 -0.424 -0.230
C 3.259 0.705 -1.069 -0.126
C 2.247 -0.531 0.782 0.472
C 0.843 0.775 -0.806 -0.124
C -2.217 -1.468 -0.400 -0.659
C -2.847 1.240 1.042 -0.661
N -0.039 -0.451 -0.888 -0.609
O 3.206 -1.413 1.019 -0.561
S -0.117 1.812 0.566 0.226
H 3.185 1.178 -1.986 0.231
H 4.157 0.287 -0.791 0.210
H 1.518 -0.268 1.618 0.245
H 0.798 1.393 -1.756 0.244
H -3.205 -1.202 -0.063 0.253
H -1.695 -2.435 -0.114 0.231
H -2.498 -1.454 -1.494 0.236
H -3.645 0.492 1.258 0.241
H -3.258 1.861 0.310 0.234
H -2.939 1.737 2.017 0.247
H 0.425 -1.344 -1.030 0.404
H 3.409 -1.548 1.974 0.541

Arrangement R

23
Properties=species:S:1:pos:R:3:nbo_charge:R:1 method="wB97M-V/def2-TZVPD" charge=+1 homo_ev=-12.376 orbital_gap_ev=8.498
C -2.839 -1.241 -0.499 -0.176
C -1.570 -1.924 -0.440 -0.265
C -2.987 0.040 -0.128 -0.359
C -0.540 -1.537 0.273 0.114
C 0.847 0.738 -0.654 -0.272
C 0.171 2.088 -0.354 -0.082
C 0.567 -1.240 0.885 -0.166
C 2.761 -0.247 0.552 -0.414
N 1.308 0.015 0.574 -0.362
O -1.217 2.045 -0.158 -0.640
S -1.783 0.830 0.865 0.555
H -3.647 -1.746 -1.006 0.246
H -1.435 -2.737 -1.140 0.268
H -3.860 0.622 -0.365 0.247
H 0.146 0.096 -1.194 0.260
H 1.712 0.916 -1.292 0.242
H 0.658 2.566 0.511 0.175
H 0.293 2.753 -1.215 0.237
H 0.922 -1.726 1.776 0.244
H 3.073 -0.700 1.492 0.238
H 2.994 -0.932 -0.263 0.241
H 3.313 0.681 0.411 0.234
H 1.114 0.641 1.367 0.436

Stability order, top to bottom: arrangement P, arrangement R, arrangement Q

Arrangement P

15
Properties=species:S:1:pos:R:3:nbo_charge:R:1 method="wB97M-V/def2-TZVPD" smiles="COC(=O)CCO" homo_ev=-10.546 orbital_gap_ev=11.418
C 2.797 0.473 -0.326 -0.264
O 1.684 -0.356 0.007 -0.506
C 0.483 0.201 -0.214 0.799
O 0.360 1.302 -0.702 -0.606
C -0.633 -0.694 0.275 -0.529
C -2.024 -0.142 -0.026 -0.062
O -2.918 -0.725 0.917 -0.727
H 2.760 1.409 0.239 0.194
H 3.685 -0.100 -0.062 0.195
H 2.793 0.715 -1.392 0.194
H -0.474 -1.710 -0.105 0.238
H -0.520 -0.773 1.367 0.249
H -1.989 0.952 0.055 0.185
H -2.310 -0.393 -1.061 0.165
H -3.693 -0.159 1.026 0.474

Arrangement Q

15
Properties=species:S:1:pos:R:3:nbo_charge:R:1 method="wB97M-V/def2-TZVPD" smiles="COC(=O)[C@@H](C)O" homo_ev=-10.334 orbital_gap_ev=11.164
C -0.216 -2.248 1.316 -0.263
O 0.264 -0.942 0.990 -0.512
C -0.567 -0.187 0.245 0.772
O -1.598 -0.589 -0.230 -0.578
C 0.081 1.177 -0.005 0.002
C 0.790 1.044 -1.342 -0.621
O -0.848 2.223 -0.159 -0.684
H -1.159 -2.169 1.862 0.195
H 0.551 -2.699 1.947 0.196
H -0.376 -2.853 0.420 0.194
H 0.767 1.375 0.833 0.183
H 1.682 0.416 -1.281 0.227
H 1.005 2.074 -1.693 0.195
H 0.074 0.610 -2.048 0.229
H -0.449 2.770 -0.856 0.465

Arrangement R

15
Properties=species:S:1:pos:R:3:nbo_charge:R:1 method="wB97M-V/def2-TZVPD" homo_ev=-10.070 orbital_gap_ev=10.090
O 1.429 0.836 -1.115 -0.780
C 0.589 1.452 -0.319 0.182
C -0.063 0.667 0.810 -0.570
C -0.873 -0.431 0.125 0.588
O -2.017 -0.256 -0.239 -0.548
C -0.179 -1.752 -0.106 -0.177
O -1.008 -2.674 -0.743 -0.705
H 1.811 1.866 -0.221 0.432
H -0.074 2.231 -0.733 0.180
H 1.377 2.404 0.443 0.017
H -0.742 1.292 1.396 0.244
H 0.705 0.221 1.449 0.236
H 0.720 -1.513 -0.697 0.226
H 0.166 -2.138 0.869 0.188
H -1.841 -2.205 -0.919 0.487

Arrangement S

15
Properties=species:S:1:pos:R:3:nbo_charge:R:1 method="wB97M-V/def2-TZVPD" smiles="C=C(C)OO.C=O" homo_ev=-9.094 orbital_gap_ev=8.697
C -2.723 -0.325 -0.189 0.061
C 2.189 0.706 -0.603 -0.668
C 1.005 0.102 0.071 0.323
C 0.960 -1.036 0.750 -0.465
O -0.182 0.786 -0.428 -0.236
O -0.704 1.157 0.844 -0.405
O -1.760 -0.674 -0.940 -0.426
H -1.593 0.350 0.884 0.408
H -3.385 0.467 -0.573 0.155
H -3.167 -1.056 0.501 0.159
H 1.972 0.894 -1.657 0.227
H 2.435 1.658 -0.137 0.228
H 3.027 0.013 -0.568 0.219
H 1.839 -1.660 0.773 0.212
H 0.088 -1.383 1.271 0.208

Stability order, top to bottom: arrangement P, arrangement Q, arrangement R, arrangement S

Arrangement P

15
Properties=species:S:1:pos:R:3:nbo_charge:R:1 method="wB97M-V/def2-TZVPD" smiles="COC(=O)[C@@H](C)O" homo_ev=-10.322 orbital_gap_ev=11.160
C -1.128 1.101 -2.049 -0.264
O -0.567 0.075 -1.225 -0.509
C -0.460 0.382 0.079 0.771
O -0.771 1.445 0.553 -0.580
C 0.187 -0.769 0.848 0.003
C 1.665 -0.435 0.968 -0.627
O -0.369 -0.858 2.136 -0.685
H -2.144 1.338 -1.723 0.196
H -1.137 0.693 -3.060 0.196
H -0.521 2.010 -2.006 0.194
H 0.028 -1.697 0.279 0.181
H 2.191 -0.551 0.015 0.227
H 2.100 -1.099 1.747 0.201
H 1.767 0.595 1.325 0.228
H 0.378 -1.086 2.716 0.467

Arrangement Q

15
Properties=species:S:1:pos:R:3:nbo_charge:R:1 method="wB97M-V/def2-TZVPD" homo_ev=-8.812 orbital_gap_ev=9.580
C 0.216 -2.514 -1.394 -0.264
O 0.592 -1.808 -0.212 -0.506
C 0.444 -0.475 -0.280 0.798
O 0.033 0.097 -1.264 -0.611
C 0.816 0.199 1.010 -0.736
C -1.556 2.244 0.799 0.068
O -1.041 3.449 0.893 -0.639
H 0.842 -2.208 -2.236 0.193
H 0.366 -3.569 -1.168 0.194
H -0.830 -2.319 -1.641 0.195
H 1.356 -0.468 1.680 0.233
H 1.416 1.085 0.788 0.235
H -1.566 2.073 -0.302 0.090
H -0.109 0.535 1.493 0.259
H -0.981 3.678 1.834 0.490

Stability order, top to bottom: arrangement P, arrangement Q

Arrangement P

20
Properties=species:S:1:pos:R:3:nbo_charge:R:1 method="wB97M-V/def2-TZVPD" homo_ev=-8.524 orbital_gap_ev=9.605
C 0.770 0.267 0.331 -0.397
C 1.215 -0.948 1.225 -0.400
C -0.039 -1.823 0.939 -0.445
C -1.180 -1.357 0.012 -0.150
C -1.539 -0.261 -0.748 -0.275
C -1.067 1.145 -1.218 -0.255
C 0.006 1.921 -1.072 -0.156
C 1.188 1.681 -0.129 -0.436
H 0.539 -0.155 -0.644 0.209
H -0.184 0.597 0.743 0.200
H 2.110 -1.459 0.823 0.203
H 1.396 -0.822 2.293 0.210
H -0.532 -2.122 1.890 0.224
H 0.173 -2.751 0.364 0.224
H -1.905 -2.168 -0.056 0.204
H -2.422 -0.478 -1.372 0.202
H -1.893 1.608 -1.776 0.211
H 0.001 2.844 -1.641 0.207
H 2.157 1.841 -0.628 0.209
H 1.208 2.440 0.664 0.211

Arrangement Q

20
Properties=species:S:1:pos:R:3:nbo_charge:R:1 method="wB97M-V/def2-TZVPD" homo_ev=-5.892 orbital_gap_ev=3.240
C -2.182 0.708 0.285 -0.699
C -3.644 0.723 0.064 0.070
C -4.190 0.388 -1.098 -0.514
C -0.121 -1.055 1.201 -0.331
C 0.871 -0.836 0.247 -0.269
C 1.907 0.050 0.252 -0.182
C 3.126 -0.289 -0.494 -0.221
C 4.295 0.341 -0.337 -0.374
H -1.978 -0.141 -0.399 0.237
H -1.788 0.468 1.263 0.225
H -1.615 1.578 -0.050 0.238
H -5.142 0.763 -1.476 0.222
H -3.647 -0.204 -1.841 0.189
H -0.069 -0.608 2.180 0.197
H -1.052 -1.484 0.833 0.205
H 0.846 -1.576 -0.585 0.204
H 1.781 1.042 0.668 0.206
H 2.980 -1.211 -1.030 0.199
H 5.167 0.272 -0.981 0.211
H 4.232 1.176 0.384 0.189

Stability order, top to bottom: arrangement P, arrangement Q